ORCA calculation (wB97M-V/def2-TZVPD) on a molecular structure, C33H44CuN4Sb2 at a distorted geometry.

```
84
Properties=species:S:1:pos:R:3:mulliken_charge:R:1
Cu -0.46 -0.63 0.22 1.08
N -1.61 -1.26 1.84 -0.31
C -0.90 -2.45 2.36 -0.56
C -0.55 -3.36 1.20 -0.92
N 0.31 -2.67 0.21 0.91
C 1.73 -2.61 0.64 -1.35
C 2.35 -1.23 0.47 -0.15
N 1.46 -0.21 1.05 -0.43
C 0.13 -3.17 -1.17 -1.48
C 0.36 -2.06 -2.19 -0.35
N -0.54 -0.94 -1.85 0.10
H -1.72 -0.56 2.57 0.13
H -2.54 -1.51 1.55 0.26
H -1.51 -3.01 3.07 0.53
H 0.00 -2.12 2.88 0.34
H -1.47 -3.65 0.70 0.43
H -0.08 -4.28 1.57 0.32
H 2.32 -3.34 0.08 0.35
H 1.79 -2.89 1.69 0.39
H 2.49 -0.98 -0.59 0.15
H 3.34 -1.24 0.94 0.59
H 1.81 0.73 0.86 0.05
H 1.44 -0.31 2.06 0.27
H -0.90 -3.51 -1.27 0.44
H 0.79 -4.02 -1.38 0.30
H 0.15 -2.46 -3.19 0.66
H 1.39 -1.71 -2.18 0.25
H -1.50 -1.19 -2.07 0.07
H -0.32 -0.11 -2.40 -0.19
C -0.37 4.36 -1.75 -1.35
C -1.83 4.11 -2.14 -0.60
C -2.70 3.62 -0.99 -1.23
Sb -2.33 1.61 -0.28 1.13
C -3.99 1.59 1.12 0.58
C -5.26 1.77 0.59 -0.20
C -6.37 1.77 1.44 -0.79
C -6.20 1.58 2.80 -0.53
C -4.93 1.40 3.33 -0.69
C -3.82 1.40 2.49 -0.57
C -3.44 0.53 -1.77 0.90
C -3.75 -0.80 -1.48 -0.72
C -4.59 -1.52 -2.32 -0.61
C -5.11 -0.93 -3.46 -0.69
C -4.79 0.39 -3.75 -0.74
C -3.96 1.12 -2.91 -0.64
Sb 0.76 2.53 -1.63 0.70
C 2.61 3.32 -0.87 0.38
C 2.78 4.68 -0.65 -0.26
C 4.02 5.17 -0.27 -0.69
C 5.09 4.31 -0.10 -0.52
C 4.92 2.95 -0.31 -0.71
C 3.69 2.45 -0.69 -0.52
C 1.41 2.51 -3.70 0.80
C 1.35 1.38 -4.50 -0.32
C 1.78 1.43 -5.81 -0.61
C 2.27 2.61 -6.34 -0.54
C 2.35 3.74 -5.54 -0.81
C 1.92 3.69 -4.22 -0.63
H -0.33 4.88 -0.78 0.52
H 0.12 4.99 -2.49 0.56
H -1.87 3.41 -2.99 0.16
H -2.26 5.05 -2.50 0.51
H -3.76 3.62 -1.26 0.61
H -2.59 4.28 -0.13 0.68
H -5.41 1.90 -0.47 0.29
H -7.35 1.93 1.02 0.43
H -7.06 1.58 3.46 0.42
H -4.79 1.27 4.39 0.42
H -2.83 1.30 2.91 0.50
H -3.37 -1.26 -0.57 0.28
H -4.85 -2.55 -2.08 0.46
H -5.76 -1.48 -4.11 0.40
H -5.20 0.86 -4.64 0.44
H -3.74 2.15 -3.15 0.26
H 1.95 5.37 -0.78 0.32
H 4.15 6.24 -0.12 0.41
H 6.06 4.69 0.21 0.40
H 5.76 2.27 -0.18 0.42
H 3.57 1.39 -0.89 0.36
H 0.97 0.44 -4.10 0.20
H 1.74 0.53 -6.43 0.42
H 2.60 2.65 -7.37 0.40
H 2.74 4.67 -5.94 0.41
H 2.03 4.57 -3.60 0.35
```

Computed properties:
Largest force on an atom   1.2 eV Å⁻¹
HOMO-LUMO gap (spin up / spin down)   8.16 / 5.32 eV
Calculated total energy   -98595.9032 eV
⟨S²⟩   0.762
2S+1   2
Net charge   +2
E_HOMO (spin up / spin down)   -0.4792 / -0.4799 Ha


ORCA calculation (wB97M-V/def2-TZVPD) on a gas-phase ion, C6H13N4O2 (charge +1) at a distorted geometry.

```
25
Properties=species:S:1:pos:R:3:mulliken_charge:R:1
C -0.36 0.38 0.45 -0.10
C -0.63 -0.10 1.76 0.81
C 0.18 3.94 -0.23 -0.78
C 1.45 -2.30 -0.82 -0.97
C -0.94 -2.77 -0.75 -1.09
C -0.05 -0.43 -0.70 -0.72
N -0.74 2.07 1.81 -0.34
N -0.27 1.68 0.53 0.50
N 0.38 2.57 -0.52 -0.56
N 0.17 -1.87 -0.30 0.16
O -0.54 -1.28 2.12 -0.68
O -0.82 0.97 2.57 -0.21
H -0.80 4.23 0.20 0.35
H 1.11 4.47 0.28 0.27
H 0.29 4.30 -1.32 0.30
H 1.65 -1.75 -1.74 0.39
H 2.12 -2.08 -0.06 0.39
H 1.50 -3.49 -0.99 0.36
H -0.78 -3.19 -1.82 0.38
H -0.82 -3.62 -0.12 0.44
H -1.87 -2.31 -0.81 0.38
H 0.76 0.04 -1.12 0.62
H -0.85 -0.45 -1.46 0.29
H -0.14 2.77 2.20 0.32
H 0.02 -1.77 0.82 0.49
```

Computed properties:
Largest force on an atom   6.5 eV Å⁻¹
HOMO-LUMO gap (spin up / spin down)   7.59 / 7.60 eV
Calculated total energy   -16475.2082 eV
Structure (SMILES)   C/N=[N+]1\NOC([O-])=C1C[NH+](C)C
Net charge   +1
Energy relative to the best compared isomer or geometry (same formula, charge and spin)   7.656 eV
E_HOMO (spin up / spin down)   -0.4400 / -0.4402 Ha


ORCA calculation (wB97M-V/def2-TZVPD) on a molecular structure, C18H19Cl5FeIN4O at a distorted geometry.

```
49
Properties=species:S:1:pos:R:3:mulliken_charge:R:1
C -2.51 3.50 -1.22 -1.59
I 1.38 0.84 -3.00 -0.63
H -1.62 4.07 -1.51 0.33
H -2.83 3.98 -0.24 0.26
H -3.19 3.63 -2.08 0.43
C 1.42 -2.38 -3.36 0.11
C 2.65 -1.99 -2.89 -0.48
N 2.47 -1.58 -1.57 0.58
C 1.07 -1.49 -1.28 -1.50
N 0.51 -2.26 -2.30 0.67
H 1.18 -2.93 -4.26 0.32
H 3.63 -1.92 -3.40 0.28
C -2.05 0.97 2.10 -0.43
C -1.24 1.49 -0.02 0.20
N -1.99 0.56 0.80 0.57
H -1.23 2.72 3.06 0.40
N -0.87 2.46 0.94 0.82
H -2.68 0.48 2.84 0.47
Fe 0.38 0.40 -1.05 -0.86
C -2.18 2.07 -1.15 0.79
O -2.69 1.18 -1.83 -0.64
C -1.33 2.13 2.16 -1.04
C -0.13 3.65 0.69 -1.38
H 0.58 3.82 1.49 0.49
H -0.78 4.53 0.69 0.32
H 0.39 3.59 -0.27 0.30
C -2.85 -0.53 0.42 -1.10
H -3.80 -0.43 1.00 0.40
H -2.34 -1.48 0.69 0.26
H -3.03 -0.50 -0.67 0.23
C -0.88 -2.48 -2.60 -1.02
H -0.93 -3.04 -3.55 0.34
H -1.41 -1.53 -2.72 0.29
H -1.43 -3.06 -1.85 0.30
C 3.43 -0.72 -0.85 -0.55
H 4.17 -0.14 -1.46 0.17
H 3.99 -1.35 -0.12 0.34
H 2.81 0.04 -0.34 0.01
Cl 2.11 1.60 1.95 -0.24
C 1.52 -0.01 2.13 0.78
C 0.86 -0.69 1.10 -0.93
C 0.46 -1.98 1.38 0.85
Cl -0.65 -2.86 0.39 -0.28
C 0.89 -2.70 2.53 -0.04
Cl 0.58 -4.37 2.71 -0.25
C 1.62 -2.03 3.53 0.23
Cl 2.11 -2.83 4.95 -0.24
C 1.85 -0.64 3.37 -0.10
Cl 2.57 0.24 4.64 -0.24
```

Computed properties:
Largest force on an atom   6.5 eV Å⁻¹
HOMO-LUMO gap (spin up / spin down)   1.73 / 4.22 eV
Calculated total energy   -132075.3930 eV
⟨S²⟩   8.789
2S+1   6
Net charge   -2
E_HOMO (spin up / spin down)   0.0810 / -0.0109 Ha


ORCA calculation (wB97M-V/def2-TZVPD) on a molecular structure, C4H5O6Sn at a distorted geometry.

```
16
Properties=species:S:1:pos:R:3:mulliken_charge:R:1
C 0.68 -0.05 -1.16 -0.31
C -0.77 0.20 -0.79 -0.39
O -0.92 -0.33 0.56 -0.29
O 1.46 -0.15 0.02 -0.56
H 1.03 0.79 -1.76 0.31
H 0.74 -1.00 -1.71 0.25
H -1.47 -0.33 -1.44 0.36
H -0.96 1.28 -0.73 0.32
H 0.58 -0.35 0.83 0.48
C -2.17 -0.35 1.14 0.82
O -3.12 0.20 0.58 -0.56
O -2.15 -0.52 2.39 -0.43
Sn -3.76 0.22 2.78 1.11
O 3.57 0.28 -1.37 -0.44
O 3.87 0.04 0.87 -0.44
C 3.39 0.08 -0.21 0.78
```

Computed properties:
Largest force on an atom   7.0 eV Å⁻¹
HOMO-LUMO gap   6.40 eV
Calculated total energy   -22335.8059 eV
Net charge   +1
Energy relative to the best compared isomer or geometry (same formula, charge and spin)   1.228 eV
E_HOMO   -0.4893 Ha


ORCA calculation (wB97M-V/def2-TZVPD) on a molecular structure, H12O6Zn at a distorted geometry.

```
19
Properties=species:S:1:pos:R:3:mulliken_charge:R:1
Zn 8.97 1.91 7.76 1.01
O 2.00 2.33 5.44 0.03
H 4.88 7.11 3.07 0.11
H 3.86 4.04 7.56 0.47
O 8.37 1.74 4.99 -0.21
H 8.66 4.27 5.17 0.15
H 3.42 6.36 3.34 0.15
O 5.50 2.67 4.84 -0.03
H 5.03 5.05 5.59 -0.22
H 5.75 5.14 1.24 0.07
O 7.25 4.90 7.73 -0.46
H 8.51 5.64 3.44 0.28
H 5.62 4.93 4.96 0.25
O 3.18 4.83 2.01 -0.16
H 5.68 6.78 5.99 0.26
H 6.15 6.19 7.68 0.29
O 6.38 7.56 5.60 -0.28
H 6.91 5.08 1.49 0.03
H 8.57 4.78 9.36 0.27
```

Computed properties:
Largest force on an atom   4.7 eV Å⁻¹
HOMO-LUMO gap   3.00 eV
Calculated total energy   -60814.4535 eV
Net charge   +2
Energy relative to the best compared isomer or geometry (same formula, charge and spin)   69.850 eV
E_HOMO   -0.5978 Ha


ORCA calculation (wB97M-V/def2-TZVPD) on a molecular structure, Br2Ti at a distorted geometry.

```
3
Properties=species:S:1:pos:R:3:mulliken_charge:R:1
Ti -8.87 0.23 -6.93 0.30
Br -10.22 0.67 -4.50 -0.66
Br -9.82 -0.88 -9.26 -0.64
```

Computed properties:
Largest force on an atom   1.2 eV Å⁻¹
HOMO-LUMO gap (spin up / spin down)   6.43 / 9.17 eV
Calculated total energy   -163202.2236 eV
⟨S²⟩   3.753
2S+1   4
Net charge   -1
Energy relative to the best compared isomer or geometry (same formula, charge and spin)   0.223 eV
E_HOMO (spin up / spin down)   -0.1029 / -0.2089 Ha